No. 1
ORCA calculation (ωB97M-V with the def2-TZVPD basis set) on a structure of composition CH2N2O3S.

Geometry as XYZ:
```
9
Properties=species:S:1:pos:R:3:forces:R:3
C 2.722 -0.779 -1.641 -0.40 -0.76 -0.32
N 1.521 -0.833 -1.295 -1.38 1.15 2.36
N -2.735 0.695 0.562 -0.17 -2.12 -0.25
O 3.899 -0.537 -1.491 0.84 0.30 -0.14
O 1.925 -1.471 -2.609 1.16 -0.82 -2.08
O -0.974 2.133 1.551 0.64 2.84 0.40
S -1.429 0.778 1.440 -1.35 -3.22 0.82
H -2.806 -0.395 0.504 -0.01 2.17 -0.18
H -2.124 0.410 2.979 0.67 0.47 -0.61
```
Forces are in eV/Å.

Summary:
Energy above the lowest of the compared OMol25 structures with the same formula, charge and spin: 88.10 kcal per mole
Kohn-Sham gap: 6.3 eV
Energy: -772.5464 a.u.
HOMO level: 0.23 eV
Charge: -2

***

No. 2
ORCA calculation (ωB97M-V with the def2-TZVPD basis set) on a cluster of 2 separate species, C2H3N3O3 in total.

Geometry as XYZ:
```
11
Properties=species:S:1:pos:R:3:forces:R:3
C -1.458 0.071 -0.168 1.59 -2.59 1.25
C 0.431 1.058 0.070 5.15 4.16 -3.01
H 3.002 -1.139 -0.689 -4.58 -0.04 3.35
H 1.416 -1.800 0.920 1.52 1.76 -2.67
H -2.958 0.766 -0.005 -2.29 1.07 0.35
N 1.870 -0.961 0.325 -0.44 0.34 -2.13
N 0.609 -0.232 -0.356 2.30 -2.71 1.97
N -0.625 -0.907 -0.337 -0.39 1.43 0.21
O -2.710 -0.111 0.259 0.92 0.58 -1.28
O -0.932 1.339 -0.048 0.16 -1.41 0.62
O 1.356 1.917 0.030 -3.95 -2.60 1.34
```
Forces are in eV/Å.

Summary:
Energy above the lowest of the compared OMol25 structures with the same formula, charge and spin: 99.56 kcal per mole
Kohn-Sham gap: 8.8 eV
Energy: -467.8057 a.u.
HOMO level: -9.29 eV